# 1
Formula: C10H10Cl2Nd
Source: the OMol25 dataset
Level of theory: ωB97M-V/def2-TZVPD

Structure (ORCA input):
```
! RIJCOSX wB97M-V def2-TZVPD def2/J DEFGRID3
* xyz -1 4
C 1.48 -2.45 -0.71
C 1.98 -1.10 -0.64
C 1.17 -0.29 -1.51
H 2.85 -0.75 -0.08
C 0.15 -1.11 -2.07
C 0.35 -2.45 -1.60
H -0.32 -3.29 -1.79
H 1.82 -3.27 -0.09
H 1.39 0.75 -1.79
H -0.58 -0.78 -2.81
Nd -0.49 -1.49 0.65
Cl 0.59 -1.84 2.94
C -1.49 1.78 1.86
C -1.88 1.95 0.49
C -0.70 2.24 -0.27
H -2.88 1.83 0.10
C 0.42 2.22 0.62
C -0.06 1.92 1.93
H 0.54 1.78 2.82
H -2.15 1.52 2.69
H -0.66 2.37 -1.33
H 1.45 2.33 0.34
Cl -2.98 -1.88 0.23
*
```

Values from the calculation:
- Gap between HOMO and LUMO (alpha / beta): 6.15 / 6.17 eV
- LUMO (alpha / beta): 2.66 / 2.68 eV
- Expectation value of S²: 3.75
- HOMO level (alpha / beta): -3.49 / -3.50 eV

Results of the natural (NBO) charge analysis, in e, for atoms 1 through 2: number 1, C, carries -0.423; number 2, C, carries -0.343



# 2
Formula: C10H10ClIIn
Source: the OMol25 dataset
Level of theory: ωB97M-V/def2-TZVPD

Structure (ORCA input):
```
! RIJCOSX wB97M-V def2-TZVPD def2/J DEFGRID3
* xyz -1 1
C 0.93 -1.94 0.84
C 0.98 -1.88 -0.57
C -0.35 -1.64 -1.09
H 1.89 -1.95 -1.19
C -1.23 -1.73 0.05
C -0.46 -1.84 1.21
H -0.83 -2.08 2.21
H 1.75 -2.20 1.51
H -0.62 -1.75 -2.14
H -2.27 -2.02 0.01
In -0.24 0.75 -2.11
Cl 1.90 1.35 -1.31
C 0.09 2.68 -3.83
C -1.15 2.04 -4.19
C -0.83 0.83 -4.88
H -2.15 2.47 -4.04
C 0.59 0.73 -4.96
C 1.16 1.86 -4.32
H 2.22 2.10 -4.25
H 0.19 3.67 -3.36
H -1.56 0.16 -5.36
H 1.14 -0.06 -5.49
I -2.32 1.49 -0.40
*
```

Values from the calculation:
- Gap between HOMO and LUMO: 6.15 eV
- LUMO: 2.14 eV
- HOMO level: -4.01 eV

Results of the natural (NBO) charge analysis, in e, for atoms 1 through 2: number 1, C, carries -0.312; number 2, C, carries -0.256